# 1
{
  "formula": "C17H15N5O",
  "method": "ωB97M-V with the def2-TZVPD basis set",
  "elements": ["C", "C", "C", "C", "C", "C", "N", "C", "N", "C", "C", "O", "N", "N", "C", "C", "C", "C", "C", "C", "C", "C", "N", "H", "H", "H", "H", "H", "H", "H", "H", "H", "H", "H", "H", "H", "H", "H"],
  "xyz": [[-4.906, -3.416, 4.113], [-3.950, -3.723, 3.006], [-3.835, -5.008, 2.477], [-2.933, -5.227, 1.451], [-2.169, -4.172, 0.977], [-2.356, -2.927, 1.570], [-1.639, -1.799, 1.167], [-1.789, -0.543, 1.689], [-1.001, 0.319, 1.131], [-0.285, -0.381, 0.191], [0.729, 0.255, -0.667], [1.370, -0.354, -1.504], [0.835, 1.588, -0.387], [1.615, 2.550, -0.914], [2.457, 2.330, -1.849], [3.261, 3.422, -2.365], [4.176, 3.178, -3.389], [4.951, 4.204, -3.896], [4.825, 5.486, -3.387], [3.919, 5.740, -2.368], [3.142, 4.719, -1.859], [-0.673, -1.695, 0.205], [-3.220, -2.717, 2.553], [-5.928, -3.599, 3.786], [-4.806, -2.376, 4.405], [-4.707, -4.054, 4.972], [-4.442, -5.811, 2.865], [-2.821, -6.210, 1.020], [-1.462, -4.319, 0.179], [-2.491, -0.335, 2.470], [0.219, 1.926, 0.347], [2.618, 1.353, -2.299], [4.274, 2.178, -3.786], [5.657, 4.005, -4.689], [5.432, 6.287, -3.784], [3.821, 6.740, -1.972], [2.433, 4.899, -1.067], [-0.323, -2.511, -0.390]],
  "forces_ev_per_angstrom": [[-0.041, -0.032, 0.028], [-0.019, -0.294, -0.067], [0.083, 0.055, -0.069], [-0.071, 0.159, 0.127], [0.025, 0.245, 0.052], [-0.463, -0.922, 0.194], [0.295, 0.573, -0.131], [-0.202, 0.177, 0.257], [0.077, 0.252, -0.003], [-0.428, -0.773, 0.211], [0.173, 0.209, -0.117], [0.081, 0.004, -0.083], [-0.436, -0.244, 0.380], [0.372, 0.483, -0.243], [-0.357, -0.819, 0.130], [0.372, 0.653, -0.195], [-0.234, -0.058, 0.227], [0.114, 0.127, -0.081], [0.064, -0.021, -0.073], [-0.009, 0.058, 0.026], [0.013, -0.142, -0.055], [0.506, 0.421, -0.397], [0.251, 0.361, -0.148], [-0.097, -0.006, 0.038], [-0.018, 0.022, 0.032], [-0.042, -0.027, 0.092], [-0.062, -0.076, 0.044], [0.014, -0.060, -0.034], [0.073, 0.004, -0.078], [-0.141, -0.047, 0.132], [0.197, -0.098, -0.232], [-0.136, -0.034, 0.131], [-0.001, -0.109, -0.031], [0.046, -0.017, -0.052], [0.045, 0.056, -0.030], [-0.015, 0.066, 0.035], [-0.059, 0.049, 0.076], [0.034, -0.197, -0.093]],
  "lowdin_charge": [-0.031, -0.324, -0.030, -0.054, 0.002, -0.244, 0.005, -0.123, 0.117, -0.196, -0.418, 0.065, 0.045, 0.071, -0.092, -0.212, -0.043, -0.090, -0.094, -0.085, -0.036, 0.031, 0.169, 0.083, 0.076, 0.082, 0.112, 0.111, 0.103, 0.122, 0.127, 0.111, 0.110, 0.101, 0.099, 0.101, 0.103, 0.125],
  "homo_lumo_gap_ev": 8.40,
  "spin_multiplicity": 1,
  "smiles": "Cc1cccc(-n2cnc(C(=O)N/N=C/c3ccccc3)c2)n1",
  "molar_mass_g_mol": 305.34,
  "lumo_energy_ev": 0.2,
  "de_lowest_kcal_mol": 0.0,
  "e_tot_ev": -27370.4927
}

# 2
{
  "formula": "C2H6F3NOSi2",
  "method": "ωB97M-V with the def2-TZVPD basis set",
  "elements": ["O", "C", "N", "Si", "Si", "C", "F", "F", "F", "H", "H", "H", "H", "H", "H"],
  "xyz": [[-1.074, 2.010, 0.002], [-0.988, 0.833, 0.000], [0.544, 0.074, -0.007], [1.661, 1.434, 0.050], [0.812, -1.646, -0.033], [-2.103, -0.200, -0.010], [-2.188, -0.825, -1.189], [-3.291, 0.375, 0.213], [-1.949, -1.140, 0.926], [1.460, 2.223, -1.163], [1.364, 2.200, 1.259], [2.989, 0.837, 0.102], [0.005, -2.234, -1.097], [2.235, -1.752, -0.344], [0.522, -2.189, 1.291]],
  "forces_ev_per_angstrom": [[-0.334, -0.450, 0.001], [4.775, -2.080, -0.006], [-4.196, 2.663, -0.007], [-0.513, -0.634, -0.030], [0.093, 0.628, 0.055], [-1.723, -0.382, -0.068], [0.347, 0.254, -0.067], [0.313, 0.225, -0.005], [0.440, 0.160, 0.083], [0.155, 0.297, -0.151], [0.141, 0.273, 0.154], [0.388, -0.059, 0.003], [-0.141, -0.321, -0.068], [0.290, -0.189, -0.042], [-0.034, -0.384, 0.149]],
  "lowdin_charge": [0.124, -0.275, -0.352, 0.550, 0.538, -0.606, 0.146, 0.164, 0.131, -0.063, -0.062, -0.080, -0.067, -0.076, -0.073],
  "homo_lumo_gap_ev": 10.29,
  "spin_multiplicity": 1,
  "smiles": "O=C(N([SiH3])[SiH3])C(F)(F)F",
  "molar_mass_g_mol": 173.24,
  "lumo_energy_ev": 0.1,
  "e_tot_ev": -29616.2172
}

# 3
{
  "formula": "C20H15AsN2O9RhS",
  "method": "ωB97M-V with the def2-TZVPD basis set",
  "elements": ["Rh", "O", "C", "C", "C", "C", "C", "C", "C", "O", "N", "N", "C", "C", "C", "C", "C", "C", "C", "O", "H", "H", "H", "H", "H", "H", "H", "H", "H", "H", "O", "As", "O", "O", "C", "C", "C", "C", "C", "C", "S", "O", "O", "O", "H", "H", "H", "H", "H"],
  "xyz": [[-0.700, 0.436, 0.252], [1.705, 1.698, -3.396], [1.632, 0.501, -4.002], [2.274, 0.381, -5.240], [2.262, -0.814, -5.926], [1.609, -1.926, -5.398], [0.971, -1.809, -4.181], [0.963, -0.610, -3.464], [0.272, -0.537, -2.155], [0.242, 0.623, -1.563], [-0.268, -1.614, -1.668], [-0.848, -1.358, -0.434], [-1.305, -2.352, 0.243], [-1.876, -2.278, 1.554], [-2.130, -3.498, 2.211], [-2.681, -3.540, 3.465], [-3.000, -2.328, 4.097], [-2.765, -1.124, 3.490], [-2.202, -1.053, 2.192], [-2.068, 0.121, 1.650], [1.238, 1.618, -2.534], [2.781, 1.254, -5.630], [2.771, -0.885, -6.881], [1.602, -2.867, -5.931], [0.455, -2.654, -3.745], [-1.224, -3.319, -0.244], [-1.863, -4.418, 1.701], [-2.857, -4.484, 3.962], [-3.421, -2.343, 5.096], [-2.971, -0.185, 3.986], [3.193, -0.336, 2.118], [1.658, 0.296, 2.743], [1.248, -0.418, 4.139], [0.747, -0.319, 1.302], [2.433, 2.150, 3.085], [3.548, 2.386, 3.844], [3.928, 3.703, 4.145], [3.190, 4.772, 3.681], [2.052, 4.557, 2.890], [1.692, 3.271, 2.618], [0.503, 2.493, 1.501], [-0.032, 1.590, 2.567], [1.519, 2.081, 0.551], [-0.711, 2.844, 0.730], [3.015, -1.094, 1.549], [4.129, 1.554, 4.223], [4.808, 3.878, 4.751], [3.492, 5.784, 3.919], [1.473, 5.387, 2.506]],
  "forces_ev_per_angstrom": [[-0.874, -0.826, -0.150], [-0.026, -0.082, 0.016], [0.043, 0.080, -0.028], [-0.023, -0.010, 0.029], [0.017, 0.007, -0.016], [-0.001, 0.034, 0.011], [-0.040, -0.041, 0.009], [0.015, -0.089, -0.001], [0.066, 0.171, -0.048], [0.120, -0.020, 0.178], [-0.047, -0.053, 0.095], [-0.061, 0.027, -0.140], [0.006, 0.107, -0.013], [0.025, -0.065, -0.055], [-0.012, 0.028, -0.009], [-0.013, 0.016, -0.037], [0.004, -0.008, 0.089], [0.019, 0.000, -0.107], [-0.102, -0.013, 0.097], [0.274, -0.019, -0.095], [-0.002, 0.030, 0.025], [0.005, -0.001, 0.000], [-0.006, 0.001, 0.002], [-0.004, 0.002, -0.003], [0.006, 0.004, 0.006], [0.021, -0.023, 0.028], [-0.014, -0.004, -0.001], [0.004, -0.003, 0.000], [0.011, 0.003, -0.002], [-0.028, 0.002, -0.006], [0.292, -0.187, 0.026], [-0.320, 0.237, -0.367], [0.027, -0.137, 0.121], [0.924, -0.659, 0.332], [-0.717, -0.058, -0.243], [0.172, 0.037, 0.184], [-0.063, -0.093, -0.053], [-0.057, -0.004, -0.025], [0.026, 0.284, 0.055], [-0.017, -0.407, -0.064], [-0.372, 0.742, -0.249], [0.375, 0.228, -0.031], [0.059, -0.243, -0.024], [0.360, 0.904, 0.514], [-0.081, 0.092, -0.014], [-0.015, -0.003, -0.028], [0.001, 0.002, -0.007], [-0.014, 0.004, 0.000], [0.037, 0.008, -0.002]],
  "lowdin_charge": [1.257, 0.071, -0.262, -0.022, -0.099, -0.107, -0.040, -0.077, -0.407, -0.154, 0.096, -0.138, -0.048, -0.144, -0.058, -0.109, -0.086, -0.002, -0.331, -0.164, 0.081, 0.113, 0.096, 0.091, 0.103, 0.133, 0.106, 0.091, 0.099, 0.119, -0.257, 0.921, -0.453, -0.500, -0.201, -0.071, -0.089, -0.096, -0.065, -0.238, 0.511, -0.439, -0.333, -0.341, 0.031, 0.112, 0.096, 0.096, 0.111],
  "homo_lumo_gap_ev": [7.09, 7.09],
  "spin_multiplicity": 1,
  "molar_mass_g_mol": 637.24,
  "total_charge": -1,
  "lumo_energy_ev": [1.8, 1.8],
  "de_lowest_kcal_mol": 84.7,
  "e_tot_ev": -117072.0648
}